# 1
The following is a quantum chemistry calculation of a molecular structure, C37H44IrN5 at a distorted geometry, from the Open Molecules 2025 dataset.

Structure (ORCA input):
```
! wB97M-V def2-TZVPD RIJCOSX def2/J DEFGRID3
* xyz 1 2
Ir -0.08998 -0.00614 -0.06892
C -2.49937 2.77198 5.07616
C -3.24517 2.64284 3.74376
C -2.30808 2.44301 2.59772
C -1.71397 3.43170 1.82208
C -1.95082 4.90513 1.90048
C -3.01650 5.37055 0.90223
C -0.88674 2.76443 0.88716
N -0.94165 1.40683 1.08144
C -1.81480 1.20287 2.11833
C -2.17266 -0.04933 2.62971
C -1.72550 -1.26874 2.19675
C -2.08959 -2.54548 2.76331
C -2.98514 -2.74161 3.94393
C -2.26845 -2.48885 5.27317
C -1.42328 -3.49178 2.04723
C -0.67268 -2.78751 1.03806
C 0.12534 -3.39994 0.06280
C 0.84471 -2.77452 -0.92026
N 0.90664 -1.40983 -1.10141
C 1.70462 -1.21366 -2.20673
C 2.01717 0.01212 -2.73803
C 1.61109 1.26172 -2.25772
N 0.81027 1.44294 -1.18830
C 0.63927 2.80349 -1.06133
C -0.13930 3.40315 -0.10723
C 1.39025 3.49114 -2.08834
C 1.99402 2.52877 -2.83646
C 2.92084 2.68379 -4.00041
C 4.39181 2.52554 -3.60615
C 1.48669 4.97678 -2.21953
C 2.48272 5.58729 -1.22933
C 2.15947 -2.48814 -2.72837
C 1.63588 -3.44946 -1.93233
C 1.76341 -4.93387 -2.06135
C 0.56032 -5.56057 -2.77199
C 3.07069 -2.64656 -3.90328
C 4.53941 -2.41796 -3.53659
N -0.84884 -1.45400 1.14996
C -1.48308 -4.97939 2.20158
C -2.54811 -5.60955 1.30032
H -3.19941 2.92389 5.89696
H -1.80885 3.61604 5.05760
H -1.91693 1.87306 5.28457
H -3.83981 3.54020 3.56341
H -3.95721 1.81747 3.79499
H -1.01548 5.44273 1.73042
H -2.26345 5.16049 2.91421
H -2.72469 5.13904 -0.12307
H -3.17271 6.44588 0.97995
H -3.96872 4.87371 1.09113
H -2.87472 -0.05368 3.45330
H -3.37358 -3.76091 3.92588
H -3.85776 -2.08947 3.85725
H -1.42206 -3.16647 5.39067
H -2.94549 -2.64191 6.11288
H -1.88240 -1.46960 5.32975
H 0.16876 -4.48083 0.08000
H 2.64622 0.01331 -3.61826
H -0.19612 4.48375 -0.13213
H 2.76681 3.66556 -4.44955
H 2.66157 1.95959 -4.77696
H 4.68042 3.28325 -2.87685
H 5.04068 2.62703 -4.47555
H 4.58075 1.54922 -3.15528
H 0.49939 5.42481 -2.08231
H 1.78678 5.22499 -3.23819
H 2.20942 5.35808 -0.19792
H 2.52136 6.67071 -1.33761
H 3.48592 5.19395 -1.39731
H 1.88992 -5.38122 -1.07218
H 2.67760 -5.16437 -2.60986
H -0.36952 -5.35388 -2.23937
H 0.67444 -6.64136 -2.84767
H 0.45527 -5.15733 -3.77959
H 2.77120 -1.95748 -4.69686
H 2.94396 -3.64755 -4.31748
H 4.69528 -1.41948 -3.12366
H 5.17916 -2.52517 -4.41184
H 4.86569 -3.13826 -2.78566
H -1.68623 -5.22167 3.24601
H -0.50645 -5.41739 1.98296
H -3.53690 -5.21326 1.53387
H -2.57566 -6.69156 1.42592
H -2.34994 -5.39313 0.24880
N -2.43630 -0.14794 -2.03247
C -1.55109 -0.09205 -1.29502
*
```

HOMO (spin up / spin down)   -10.341 / -10.808 eV
Relative energy (zero: lowest compared OMol25 entry of this formula, charge and spin)   0.0 kJ/mol
HOMO-LUMO gap (spin up / spin down)   0.2327 / 0.1798 Eh
E_tot   -49370.1119 eV

Here are the Mulliken charges for atoms 1 to 2, given in e:
1. Ir 1.9298
2. C -1.1039

# 2
The following is a quantum chemistry calculation of a molecular structure, C37H44N4NiP2SSi2, from the Open Molecules 2025 dataset.

Structure (ORCA input):
```
! wB97M-V def2-TZVPD RIJCOSX def2/J DEFGRID3
* xyz 0 1
Ni 0.26854 0.20212 -1.11123
C 3.40105 0.19341 -3.21502
Si 2.71408 -1.01697 -1.97063
C 4.00205 -2.29437 -1.56573
C 1.28352 -1.88344 -2.83666
N 2.21804 -0.10232 -0.60634
P 1.67235 -0.41675 0.87580
C 0.10783 0.17179 0.90073
P -1.39268 -0.52094 0.64872
N -1.55692 -0.57775 -0.95550
Si -3.00616 -0.46353 -1.88886
C -4.55627 -0.71411 -0.87677
C -3.17488 1.17676 -2.75770
C -2.94575 -1.79764 -3.19171
C -2.64085 0.58057 1.41555
C -3.58453 0.15572 2.34181
C -4.51242 1.04754 2.87289
C -4.50910 2.37163 2.46965
C -3.56978 2.80832 1.53762
C -2.64173 1.92188 1.02090
C -1.68247 -2.12432 1.43560
C -2.22486 -3.19529 0.73511
C -2.38206 -4.42982 1.35471
C -1.99368 -4.59554 2.67610
C -1.44377 -3.53070 3.38071
C -1.28866 -2.30179 2.76105
C 1.93343 -2.15177 1.34266
C 1.25300 -3.12319 0.60186
C 1.41824 -4.46966 0.87644
C 2.27445 -4.86632 1.89847
C 2.95770 -3.91360 2.63733
C 2.78963 -2.56045 2.36026
C 2.68405 0.53824 2.04562
C 2.07128 1.26097 3.06071
C 2.83275 2.03201 3.93225
C 4.21059 2.08514 3.78516
C 4.83135 1.37061 2.76504
C 4.06982 0.60321 1.89728
H 4.09313 -0.28804 -3.91254
H 3.93233 1.00176 -2.70705
H 2.59450 0.63803 -3.80621
H 4.16826 -2.96553 -2.41354
H 3.71080 -2.89963 -0.70452
H 4.95436 -1.80708 -1.33410
H 1.53316 -2.00638 -3.89599
H 0.32139 -1.35653 -2.81528
H 1.08353 -2.87363 -2.41839
H -4.86726 0.21160 -0.38674
H -4.44943 -1.47875 -0.10329
H -5.35971 -1.03405 -1.54825
H -3.36993 1.97881 -2.04010
H -4.00816 1.14505 -3.46610
H -2.27677 1.43136 -3.32000
H -3.20543 -2.77340 -2.77053
H -1.94314 -1.87890 -3.62070
H -3.64988 -1.59158 -4.00308
H -3.61473 -0.88226 2.64953
H -5.24016 0.70076 3.59566
H -5.23252 3.06598 2.87834
H -3.55872 3.84440 1.22189
H -1.89811 2.26888 0.31079
H -2.49169 -3.07012 -0.30781
H -2.79903 -5.26314 0.80312
H -2.11268 -5.55729 3.15893
H -1.12566 -3.66304 4.40693
H -0.83444 -1.47569 3.29869
H 0.58683 -2.81814 -0.19702
H 0.87689 -5.20935 0.29955
H 2.40750 -5.91878 2.11609
H 3.62379 -4.22109 3.43345
H 3.32049 -1.82375 2.94941
H 0.99034 1.23168 3.14188
H 2.34714 2.59795 4.71747
H 4.80317 2.69102 4.45951
H 5.90616 1.42065 2.64323
H 4.54891 0.06363 1.08703
N 0.49592 6.91926 -3.51321
C 0.33331 6.49988 -2.24690
S 0.06380 7.51200 -0.98867
C 0.38172 5.00331 -2.09315
C -0.06510 4.16601 -3.10747
C -0.02016 2.79578 -2.90911
N 0.43055 2.23914 -1.78551
C 0.87853 3.04559 -0.82287
C 0.86234 4.42606 -0.93046
H 0.51537 7.91210 -3.67830
H 0.86349 6.30754 -4.22139
H -0.48539 4.55253 -4.02618
H -0.35419 2.12149 -3.68603
H 1.23184 2.54841 0.07343
H 1.21556 5.04589 -0.11833
*
```

HOMO   -7.159 eV
Relative energy (zero: lowest compared OMol25 entry of this formula, charge and spin)   127.9 kJ/mol
HOMO-LUMO gap   0.2479 Eh
E_tot   -131258.2927 eV

Here are the Mulliken charges for atoms 1 to 2, given in e:
1. Ni -0.0100
2. C -1.2429